<i>
{"formula": "C8H17N3O3", "method": "wB97M-V/def2-TZVPD", "species": ["N", "C", "C", "C", "C", "C", "N", "C", "O", "N", "C", "C", "O", "O", "H", "H", "H", "H", "H", "H", "H", "H", "H", "H", "H", "H", "H", "H", "H", "H", "H"], "coordinates": [[-2.365, -2.498, 2.796], [-1.959, -1.232, 2.235], [-0.407, -1.044, 2.744], [0.270, 0.273, 2.358], [-0.111, 0.814, 0.885], [0.442, 0.029, -0.347], [1.708, 0.661, -0.617], [-0.519, -0.276, -1.585], [-1.480, -0.998, -1.257], [-0.144, 0.145, -2.837], [1.093, 0.678, -3.266], [1.372, 2.139, -3.370], [1.243, 2.635, -4.453], [1.784, 2.790, -2.314], [-2.008, -3.343, 2.314], [-3.295, -2.471, 2.332], [-2.015, -1.435, 1.176], [-2.689, -0.498, 2.771], [0.083, -1.988, 2.401], [-0.566, -1.019, 3.818], [0.141, 0.956, 3.233], [1.352, 0.136, 2.306], [0.178, 1.922, 0.753], [-1.280, 0.770, 0.827], [0.676, -0.985, 0.096], [2.088, 1.093, 0.214], [2.289, -0.102, -0.836], [-0.926, 0.209, -3.430], [1.143, 0.396, -4.395], [2.046, 0.320, -2.874], [1.853, 1.924, -1.678]], "smiles": "NCCCC[C@H](N)C(=O)NCC(=O)O", "total_charge": 0, "e_lumo_ev": 0.36, "spin_multiplicity": 1}

***

<ii>
{"formula": "C8H17N3O3", "method": "wB97M-V/def2-TZVPD", "species": ["C", "C", "C", "C", "C", "C", "C", "C", "H", "H", "H", "H", "H", "H", "H", "H", "H", "H", "H", "H", "H", "H", "H", "H", "H", "N", "N", "N", "O", "O", "O"], "coordinates": [[1.022, -0.761, -0.155], [0.818, -0.854, -1.628], [0.914, 0.632, 0.300], [1.195, 1.008, 1.790], [1.277, 2.589, 2.193], [1.284, 2.513, 3.687], [-1.609, -1.755, -1.171], [-2.784, -1.622, -2.115], [2.207, -1.871, 1.535], [3.039, -0.577, -0.150], [0.173, -1.242, 0.495], [1.529, 1.186, -0.333], [-0.114, 0.855, 0.248], [2.201, 0.781, 1.998], [0.590, 0.380, 2.713], [2.251, 3.016, 1.811], [0.292, 3.176, 1.684], [0.503, 1.836, 4.110], [2.285, 2.082, 3.972], [0.022, 3.954, 4.179], [1.596, 4.512, 3.893], [-0.780, -1.158, -2.845], [-1.904, -0.998, -0.391], [-1.499, -2.569, -0.559], [-3.584, -3.013, -0.641], [2.210, -1.401, 0.183], [1.001, 3.750, 4.313], [-0.428, -1.228, -1.842], [1.558, -0.421, -2.516], [-2.820, -0.880, -3.212], [-3.861, -2.285, -1.484]], "total_charge": 0, "e_lumo_ev": -0.37, "spin_multiplicity": 1}

***

Energy above the most stable structure, in hartree: <i> 0.0000; <ii> 0.1627

***

<i>
{"formula": "C11H36N12O13Zn", "method": "wB97M-V/def2-TZVPD", "species": ["Zn", "C", "O", "O", "O", "C", "O", "N", "N", "H", "H", "H", "H", "C", "O", "N", "N", "H", "H", "H", "H", "C", "O", "N", "N", "H", "H", "H", "H", "C", "O", "N", "N", "H", "H", "H", "H", "C", "O", "N", "N", "H", "H", "H", "H", "C", "O", "N", "N", "H", "H", "H", "H", "C", "C", "O", "O", "H", "H", "H", "H", "H", "H", "C", "C", "O", "O", "H", "H", "H", "H", "H", "H"], "coordinates": [[-1.451, -2.192, -1.112], [-0.090, -0.307, -0.303], [-1.019, -0.801, 0.389], [0.634, 0.658, 0.045], [-0.032, -0.836, -1.528], [0.537, 2.153, -4.062], [0.797, 2.936, -4.982], [1.442, 1.877, -3.094], [-0.521, 1.318, -4.111], [1.309, 1.134, -2.429], [2.262, 2.443, -2.972], [-1.173, 1.335, -4.869], [-0.581, 0.680, -3.333], [-3.919, -3.401, 0.397], [-2.753, -3.126, 0.005], [-4.778, -2.454, 0.785], [-4.438, -4.655, 0.531], [-5.699, -2.711, 1.087], [-4.579, -1.464, 0.839], [-3.889, -5.461, 0.291], [-5.299, -4.652, 1.035], [1.102, 1.167, 3.638], [1.183, 1.274, 4.866], [-0.006, 0.807, 2.959], [2.059, 1.779, 2.876], [-0.740, 0.470, 3.558], [0.030, 0.679, 1.950], [2.893, 2.218, 3.212], [1.937, 1.731, 1.882], [-0.233, 4.302, 0.090], [-0.455, 5.455, -0.304], [-0.425, 3.995, 1.385], [0.127, 3.298, -0.743], [-0.431, 3.100, 1.844], [-0.755, 4.777, 1.927], [0.289, 2.365, -0.384], [-0.242, 3.366, -1.676], [2.690, -2.211, -3.831], [3.113, -2.735, -2.806], [1.510, -1.523, -3.924], [3.213, -2.449, -5.079], [0.946, -1.563, -4.750], [0.995, -1.434, -3.049], [4.203, -2.635, -5.089], [2.726, -1.968, -5.808], [4.067, 0.258, -0.778], [5.164, 0.371, -1.346], [3.405, 1.353, -0.304], [3.308, -0.849, -0.801], [2.419, 1.208, -0.117], [3.715, 2.297, -0.429], [3.627, -1.662, -1.305], [2.408, -0.685, -0.394], [-3.608, 2.471, 0.935], [-3.623, 1.469, 2.073], [-3.536, 0.127, 1.539], [-4.848, 2.480, 0.209], [-2.805, 2.213, 0.241], [-3.456, 3.480, 1.324], [-4.540, 1.675, 2.625], [-2.773, 1.450, 2.753], [-2.644, -0.128, 1.282], [-4.732, 3.113, -0.505], [2.232, -3.323, 3.087], [1.499, -2.460, 2.133], [0.081, -2.403, 2.428], [2.494, -2.684, 4.343], [3.164, -3.640, 2.613], [1.750, -4.273, 3.341], [1.613, -2.777, 1.091], [1.881, -1.436, 2.190], [-0.353, -1.859, 1.757], [1.597, -2.527, 4.665]], "total_charge": 0, "e_lumo_ev": -3.11, "spin_multiplicity": 1}

***

<ii>
{"formula": "C11H36N12O13Zn", "method": "wB97M-V/def2-TZVPD", "species": ["Zn", "C", "O", "O", "O", "C", "O", "N", "N", "H", "H", "H", "H", "C", "O", "N", "N", "H", "H", "H", "H", "C", "O", "N", "N", "H", "H", "H", "H", "C", "O", "N", "N", "H", "H", "H", "H", "C", "O", "N", "N", "H", "H", "H", "H", "C", "O", "N", "N", "H", "H", "H", "H", "C", "C", "O", "O", "H", "H", "H", "H", "H", "H", "C", "C", "O", "O", "H", "H", "H", "H", "H", "H"], "coordinates": [[0.559, -1.497, -1.968], [-0.113, 0.243, -0.289], [-0.469, 0.265, -1.533], [-0.273, 1.129, 0.585], [0.514, -0.872, -0.041], [-1.510, 4.066, 1.847], [-1.885, 5.185, 2.192], [-0.381, 3.471, 2.297], [-2.247, 3.299, 1.013], [-0.033, 2.567, 2.025], [0.164, 3.987, 2.963], [-3.164, 3.597, 0.744], [-1.928, 2.378, 0.754], [-2.537, 1.430, -4.287], [-3.471, 1.801, -5.010], [-2.624, 1.323, -2.950], [-1.331, 1.075, -4.808], [-3.480, 1.344, -2.434], [-1.753, 1.069, -2.498], [-0.512, 1.169, -4.229], [-1.219, 1.113, -5.803], [3.130, 0.027, -3.191], [2.154, -0.511, -2.629], [3.885, -0.645, -4.088], [3.579, 1.249, -2.871], [4.519, -0.049, -4.590], [3.625, -1.555, -4.414], [3.020, 1.815, -2.255], [4.379, 1.680, -3.292], [3.763, -0.003, 1.527], [4.963, 0.156, 1.723], [2.776, 0.880, 1.867], [3.313, -1.058, 0.777], [3.043, 1.729, 2.334], [1.843, 0.834, 1.497], [2.315, -1.158, 0.565], [3.841, -1.906, 0.899], [-2.154, -2.696, -1.289], [-0.953, -2.813, -1.601], [-2.947, -3.805, -1.175], [-2.841, -1.525, -1.323], [-3.916, -3.817, -0.924], [-2.588, -4.604, -1.676], [-2.100, -0.821, -1.316], [-3.829, -1.536, -1.452], [0.278, 3.810, -2.177], [0.584, 4.298, -3.275], [-1.002, 3.747, -1.761], [1.195, 3.457, -1.220], [-1.783, 3.895, -2.369], [-1.030, 3.224, -0.897], [0.948, 2.936, -0.394], [2.148, 3.513, -1.525], [-0.206, -4.313, 1.275], [0.095, -5.520, 2.128], [1.248, -6.182, 1.612], [0.615, -3.206, 1.648], [-1.227, -3.928, 1.355], [-0.059, -4.560, 0.218], [-0.739, -6.229, 2.147], [0.309, -5.191, 3.149], [1.463, -6.887, 2.229], [0.250, -2.388, 1.297], [-0.308, -0.006, 4.026], [-0.784, 0.268, 5.438], [-1.999, -0.371, 5.689], [-1.294, 0.296, 3.042], [0.007, -1.050, 3.897], [0.620, 0.519, 3.780], [-0.886, 1.356, 5.527], [0.030, -0.105, 6.060], [-2.721, 0.070, 5.237], [-0.879, 0.536, 2.193]], "total_charge": 0, "e_lumo_ev": -1.47, "spin_multiplicity": 1}

***

Energy above the most stable structure, in hartree: <i> 0.0543; <ii> 0.0000

***

<i>
{"formula": "C9H15N3O6", "method": "wB97M-V/def2-TZVPD", "species": ["N", "C", "O", "C", "C", "C", "N", "C", "O", "C", "N", "C", "C", "O", "O", "C", "O", "O", "H", "H", "H", "H", "H", "H", "H", "H", "H", "H", "H", "H", "H", "H", "H"], "coordinates": [[0.078, -0.560, 4.255], [0.366, -0.787, 2.911], [-0.481, -1.433, 2.249], [1.745, -0.389, 2.452], [1.848, -0.286, 0.929], [0.932, 0.821, 0.305], [1.055, 0.729, -1.093], [0.038, 0.350, -1.884], [0.217, 0.192, -3.007], [-1.315, 0.054, -1.301], [-1.942, 1.207, -0.780], [-2.191, -0.705, -2.333], [-1.897, -2.189, -2.689], [-2.372, -3.172, -2.242], [-0.924, -2.252, -3.668], [1.303, 2.204, 0.811], [1.029, 2.689, 1.907], [2.097, 2.824, -0.039], [0.489, 0.165, 4.817], [-0.751, -1.071, 4.490], [2.419, -1.149, 2.778], [2.051, 0.479, 2.946], [2.850, 0.137, 0.619], [1.653, -1.294, 0.639], [-0.084, 0.685, 0.670], [1.995, 0.329, -1.494], [-1.020, -0.533, -0.414], [-2.906, 0.949, -0.394], [-2.101, 1.766, -1.619], [-3.190, -0.702, -1.946], [-2.284, -0.134, -3.271], [-0.557, -1.272, -3.728], [1.850, 2.350, -0.878]], "smiles": "NC(=O)CC[C@H](NC(=O)[C@@H](N)CC(=O)O)C(=O)O", "total_charge": 0, "e_lumo_ev": 0.38, "spin_multiplicity": 1}

***

<ii>
{"formula": "C9H15N3O6", "method": "wB97M-V/def2-TZVPD", "species": ["N", "C", "O", "C", "C", "C", "N", "C", "O", "N", "C", "C", "C", "O", "O", "C", "O", "O", "H", "H", "H", "H", "H", "H", "H", "H", "H", "H", "H", "H", "H", "H", "H"], "coordinates": [[0.138, -3.555, 0.565], [-0.453, -3.072, -0.544], [-0.630, -3.772, -1.542], [-1.048, -1.619, -0.408], [-0.507, -0.710, -1.520], [-1.214, 0.728, -1.474], [-0.573, 1.801, -2.306], [-1.384, 1.216, -0.023], [-2.463, 0.918, 0.543], [-0.356, 1.939, 0.614], [1.039, 1.595, 0.769], [1.370, 0.187, 1.246], [0.473, -0.298, 2.355], [-0.387, -1.165, 2.240], [0.703, 0.299, 3.517], [2.014, 1.895, -0.492], [3.106, 1.527, -0.555], [1.565, 2.824, -1.347], [0.209, -4.523, 0.627], [0.183, -3.029, 1.412], [-0.676, -1.158, 0.468], [-2.131, -1.657, -0.559], [-0.745, -1.291, -2.394], [0.578, -0.621, -1.544], [-2.234, 0.609, -1.835], [-1.514, 2.154, -2.597], [-0.109, 1.382, -3.152], [-0.730, 2.482, 1.343], [1.366, 2.246, 1.549], [2.335, 0.299, 1.753], [1.487, -0.607, 0.482], [0.044, 0.191, 4.256], [0.547, 2.785, -1.447]], "smiles": "NC(=O)CC[C@H](N)C(=O)N[C@@H](CC(=O)O)C(=O)O", "total_charge": 0, "e_lumo_ev": 0.19, "spin_multiplicity": 1}

***

Energy above the most stable structure, in hartree: <i> 0.0000; <ii> 0.0084